1.
Computed, not measured: a molecular structure, C21H28BeBrCl9F11MgNO7SSi2 at a distorted geometry, with ωB97M-V with the def2-TZVPD basis set.

M (g mol⁻¹): 1135.97
Total charge: 0
Multiplicity: 1
Gap between HOMO and LUMO (eV): 1.13
DFT total energy (hartree): -10404.0533

XYZ file:
```
83
Properties=species:S:1:pos:R:3:lowdin_charge:R:1
O 0.407 -2.495 -0.967 0.185
C 0.723 -1.734 -1.789 -0.441
F 0.742 -2.223 -3.086 0.042
C 1.062 -0.237 -1.502 -0.058
C -0.185 0.681 -1.449 -0.082
C -1.326 0.316 -2.086 0.095
C -2.501 1.317 -2.027 -0.339
O -3.118 1.565 -3.007 0.162
C -2.743 2.009 -0.632 -0.182
S -4.418 2.252 0.002 0.788
O -4.495 2.417 1.451 -0.309
O -4.985 3.451 -0.582 -0.253
C -5.362 0.684 -0.336 -0.383
F -4.463 -0.357 -0.159 0.098
F -6.255 0.549 0.692 0.112
C -6.178 0.582 -1.678 -0.310
F -7.524 0.597 -1.350 0.128
F -6.006 1.594 -2.559 0.147
C -5.977 -0.767 -2.492 -0.273
F -4.674 -0.961 -2.869 0.133
F -6.652 -0.565 -3.680 0.133
C -6.626 -2.048 -1.840 -0.454
F -5.729 -3.076 -2.025 0.127
F -7.751 -2.464 -2.474 0.169
F -6.837 -1.971 -0.513 0.173
C -1.599 2.384 -0.015 -0.472
Cl -1.599 3.247 1.520 0.761
C -0.205 2.046 -0.681 -0.314
O 0.730 2.755 -0.563 0.138
H 1.560 -0.205 -0.496 0.140
H 1.837 0.087 -2.257 -0.026
H -1.453 -0.617 -2.670 0.149
C 5.031 4.125 2.443 -0.275
Si 4.664 2.628 3.544 0.368
C 4.885 3.174 5.322 -0.157
C 5.974 1.335 3.188 -0.166
N 3.049 2.081 3.162 0.035
Si 2.301 0.692 3.953 0.388
C 2.103 0.948 5.800 -0.157
C 3.230 -0.906 3.664 -0.164
C 0.579 0.467 3.234 -0.171
H 6.041 4.496 2.635 0.065
H 4.958 3.856 1.378 -0.020
H 4.325 4.931 2.657 -0.158
H 5.832 3.708 5.431 0.046
H 4.908 2.323 6.002 0.031
H 4.082 3.848 5.633 0.038
H 5.835 0.894 2.211 0.006
H 5.965 0.539 3.935 0.034
H 6.970 1.794 3.213 0.044
H 3.057 0.871 6.324 0.025
H 1.443 0.180 6.207 0.049
H 1.664 1.923 6.021 0.037
H 3.468 -1.032 2.609 0.029
H 2.615 -1.754 3.977 0.044
H 4.157 -0.946 4.238 0.027
H 0.632 0.281 2.159 0.021
H -0.032 1.356 3.404 0.009
H 0.082 -0.384 3.706 0.041
Mg 3.876 5.698 1.288 0.719
O -4.955 -3.862 -4.990 -0.243
H -5.081 -3.222 -4.280 -0.111
C 5.068 1.589 -2.546 -1.958
Cl 4.797 3.251 -3.109 0.526
Cl 5.354 1.588 -0.802 0.569
Cl 3.630 0.609 -2.882 0.631
Cl 6.471 0.900 -3.390 0.391
O -6.909 2.147 3.722 -0.060
H -7.299 2.987 3.984 0.033
H -6.451 2.348 2.897 -0.001
C -4.261 -6.974 -5.133 -0.999
Cl -4.125 -8.370 -6.211 0.497
Cl -2.732 -6.665 -4.283 0.331
H -4.517 -6.095 -5.718 0.002
H -5.037 -7.168 -4.399 0.033
Be -0.558 -7.344 -2.816 0.293
F 4.056 0.974 1.548 -0.388
C 2.980 -4.235 -4.809 -1.021
Cl 4.350 -3.130 -4.676 0.464
Cl 2.507 -4.865 -3.226 0.466
H 2.137 -3.701 -5.240 0.023
H 3.257 -5.067 -5.450 0.025
Br 7.227 -1.636 -3.409 -0.077
```

2.
Computed, not measured: a molecular structure, C5H4O5P at a distorted geometry, with ωB97M-V with the def2-TZVPD basis set.

M (g mol⁻¹): 175.06
Energy above the lowest of the compared OMol25 structures with the same formula, charge and spin (kcal per mole): 34.07
Total charge: -1
Multiplicity: 1
Gap between HOMO and LUMO (eV): 6.69
DFT total energy (hartree): -910.5302

XYZ file:
```
15
Properties=species:S:1:pos:R:3:lowdin_charge:R:1
C -1.354 2.751 0.726 -0.483
C -0.577 -0.374 0.088 -0.621
C 0.485 0.129 0.843 -0.191
C 1.871 -0.063 0.711 -0.160
C 2.347 -0.802 -0.514 -0.253
O -0.513 -1.314 -0.822 -0.183
O -0.851 3.057 -0.260 0.203
O -1.825 -0.083 0.362 -0.170
O -2.998 -2.368 -0.838 -0.457
O -1.846 2.660 1.752 0.206
P -2.306 -1.152 -1.207 0.827
H 0.090 0.597 1.739 0.067
H 1.656 -0.613 -1.501 0.090
H 2.387 -1.933 -0.286 0.077
H 3.435 -0.492 -0.794 0.049
```

3.
Computed, not measured: a single C4H6N2O molecule, with ωB97M-V with the def2-TZVPD basis set.

M (g mol⁻¹): 98.10
Energy above the lowest of the compared OMol25 structures with the same formula, charge and spin (kcal per mole): 23.73
Total charge: 0
Multiplicity: 1
Gap between HOMO and LUMO (eV): 9.96
SMILES: Cc1cc(O)n[nH]1
DFT total energy (hartree): -340.7571

XYZ file:
```
13
Properties=species:S:1:pos:R:3:lowdin_charge:R:1
C 1.189 -1.141 1.193 -0.029
C 0.308 -0.185 0.450 -0.309
C 0.380 0.134 -0.885 0.016
C -0.745 0.942 -1.122 -0.435
O -1.084 1.478 -2.325 0.050
N -1.468 1.137 -0.034 0.089
N -0.805 0.438 0.920 0.006
H 0.832 -1.361 2.202 0.074
H 2.220 -0.773 1.255 0.082
H 1.210 -2.082 0.633 0.083
H 1.116 -0.191 -1.604 0.113
H -1.970 1.171 -2.538 0.105
H -1.183 0.432 1.856 0.154
```